Entry 1:
{"formula": "C33H35IN2OReSSbSe4", "method": "the ωB97M-V functional and the def2-TZVPD basis", "elements": ["Re", "Se", "Sb", "Se", "Se", "Se", "C", "C", "O", "S", "C", "C", "C", "C", "C", "C", "C", "C", "H", "H", "H", "H", "H", "H", "H", "C", "C", "C", "C", "C", "C", "C", "C", "N", "C", "C", "C", "C", "C", "C", "C", "C", "C", "C", "H", "H", "H", "H", "H", "H", "H", "H", "H", "H", "H", "H", "H", "H", "H", "H", "H", "H", "H", "H", "H", "H", "H", "H", "I", "C", "C", "C", "C", "C", "N", "H", "H", "H", "H"], "positions_angstrom": [[-0.763, -1.179, -0.518], [-2.396, -5.425, 0.969], [-0.307, -4.678, 0.229], [-0.515, -2.381, 1.566], [-1.673, -3.047, -1.606], [1.828, -5.227, -0.464], [10.263, -2.360, 1.493], [8.786, -2.172, 1.369], [8.035, -1.842, 2.235], [8.226, -2.458, -0.347], [6.505, -2.122, -0.279], [5.940, -1.485, -1.391], [4.587, -1.247, -1.437], [3.769, -1.636, -0.358], [4.346, -2.278, 0.755], [5.697, -2.528, 0.791], [2.390, -1.422, -0.401], [1.170, -1.253, -0.445], [10.528, -2.332, 2.547], [10.777, -1.558, 0.962], [10.573, -3.307, 1.050], [6.577, -1.173, -2.207], [4.144, -0.753, -2.291], [3.712, -2.592, 1.573], [6.131, -3.035, 1.636], [-5.821, -2.536, 0.859], [-5.061, -1.512, 0.069], [-5.595, -0.934, -1.075], [-4.919, 0.031, -1.827], [-5.552, 0.613, -3.056], [-3.655, 0.416, -1.419], [-3.097, -0.160, -0.271], [-3.792, -1.113, 0.477], [-1.776, 0.212, 0.138], [-1.535, 1.391, 1.022], [-0.031, 1.613, 1.174], [0.207, 2.781, 2.142], [-0.461, 4.042, 1.592], [-1.966, 3.806, 1.458], [-2.562, 3.455, 2.823], [-1.893, 2.192, 3.363], [-0.388, 2.425, 3.506], [-2.145, 1.032, 2.392], [-2.220, 2.648, 0.478], [-6.706, -2.872, 0.322], [-6.143, -2.122, 1.816], [-5.196, -3.405, 1.068], [-6.582, -1.242, -1.401], [-5.551, -0.113, -3.871], [-5.024, 1.503, -3.395], [-6.589, 0.885, -2.863], [-3.102, 1.156, -1.984], [-3.344, -1.539, 1.365], [0.429, 1.832, 0.203], [0.440, 0.707, 1.569], [1.283, 2.937, 2.238], [-0.029, 4.308, 0.622], [-0.275, 4.883, 2.262], [-2.451, 4.699, 1.061], [-3.643, 3.309, 2.736], [-2.407, 4.281, 3.519], [-2.322, 1.927, 4.331], [0.099, 1.532, 3.909], [-0.203, 3.234, 4.215], [-3.218, 0.856, 2.288], [-1.681, 0.115, 2.769], [-1.832, 2.921, -0.508], [-3.295, 2.474, 0.380], [1.253, -2.625, -3.593], [0.404, -0.715, -3.562], [0.596, 0.015, -4.731], [0.217, 1.341, -4.795], [-0.333, 1.915, -3.658], [-0.520, 1.126, -2.549], [-0.197, -0.182, -2.482], [1.062, -0.467, -5.577], [0.368, 1.913, -5.701], [-0.621, 2.956, -3.621], [-0.954, 1.550, -1.659]], "lowdin_charge": [0.94, 0.15, 0.00, 0.31, 0.25, 0.10, -0.06, -0.70, 0.06, 1.06, -0.49, -0.08, -0.01, -0.25, 0.01, -0.05, -0.08, -0.38, 0.10, 0.10, 0.09, 0.11, 0.12, 0.13, 0.12, -0.02, -0.23, 0.05, -0.23, -0.02, 0.01, -0.36, -0.04, -0.15, -0.41, -0.10, -0.27, -0.10, -0.27, -0.10, -0.27, -0.10, -0.07, -0.07, 0.09, 0.10, 0.07, 0.14, 0.10, 0.08, 0.09, 0.11, 0.10, 0.12, 0.10, 0.15, 0.13, 0.13, 0.15, 0.13, 0.13, 0.15, 0.13, 0.13, 0.13, 0.10, 0.12, 0.13, 1.04, -0.71, -0.12, -0.01, -0.01, -0.13, -0.11, 0.10, 0.13, 0.13, 0.07], "total_charge": 2, "orbital_gap_ev": [4.449, 4.445], "total_energy_ha": -12082.8201, "largest_force_ev_per_a": 1.22, "homo_energy_ev": [-13.017, -13.017]}


Entry 2:
{"formula": "C33H35N10SSe2Ti", "method": "the ωB97M-V functional and the def2-TZVPD basis", "elements": ["Ti", "C", "N", "C", "C", "C", "C", "C", "C", "N", "C", "C", "C", "C", "C", "C", "N", "C", "C", "C", "C", "C", "N", "H", "H", "H", "H", "H", "H", "H", "H", "H", "H", "H", "H", "H", "H", "H", "H", "H", "H", "C", "N", "C", "C", "N", "C", "S", "C", "C", "C", "C", "C", "N", "H", "H", "H", "H", "H", "H", "H", "H", "H", "Se", "C", "N", "C", "N", "C", "C", "N", "C", "C", "Se", "H", "H", "H", "H", "H", "H", "H", "H"], "positions_angstrom": [[-10.175, 13.109, 7.752], [-12.366, 14.517, 6.300], [-11.110, 13.917, 5.895], [-11.309, 12.680, 5.060], [-9.966, 12.026, 4.941], [-9.670, 11.203, 3.879], [-8.400, 10.680, 3.739], [-7.453, 10.992, 4.696], [-7.808, 11.791, 5.761], [-9.063, 12.282, 5.917], [-10.272, 14.867, 5.090], [-9.334, 15.640, 5.988], [-8.757, 16.837, 5.595], [-7.915, 17.518, 6.476], [-7.675, 16.955, 7.701], [-8.267, 15.748, 8.016], [-9.078, 15.079, 7.226], [-13.087, 13.576, 7.233], [-14.467, 13.573, 7.356], [-14.999, 12.730, 8.322], [-14.169, 11.963, 9.137], [-12.827, 12.055, 8.955], [-12.298, 12.822, 7.996], [-12.950, 14.727, 5.398], [-12.193, 15.449, 6.808], [-11.656, 12.938, 4.044], [-11.973, 12.031, 5.598], [-10.391, 10.970, 3.120], [-8.164, 10.066, 2.898], [-6.402, 10.697, 4.589], [-7.087, 12.064, 6.500], [-10.953, 15.556, 4.529], [-9.694, 14.308, 4.391], [-8.965, 17.279, 4.639], [-7.495, 18.489, 6.230], [-7.037, 17.458, 8.418], [-8.068, 15.284, 8.983], [-15.081, 14.131, 6.641], [-16.081, 12.688, 8.407], [-14.534, 11.305, 9.944], [-12.108, 11.576, 9.603], [-12.420, 8.359, 6.623], [-12.165, 8.500, 8.065], [-12.714, 7.735, 9.068], [-12.204, 8.156, 10.232], [-11.393, 9.267, 9.938], [-11.372, 9.464, 8.590], [-10.384, 10.546, 7.633], [-10.490, 9.864, 10.869], [-9.581, 9.056, 11.522], [-8.769, 9.674, 12.478], [-8.841, 11.032, 12.717], [-9.786, 11.742, 11.982], [-10.629, 11.170, 11.100], [-12.927, 7.396, 6.514], [-11.493, 8.351, 6.089], [-13.126, 9.139, 6.313], [-13.408, 6.932, 8.920], [-12.357, 7.780, 11.228], [-9.562, 7.995, 11.282], [-8.015, 9.107, 13.025], [-8.145, 11.503, 13.413], [-9.929, 12.805, 12.059], [-8.242, 12.581, 9.443], [-6.818, 13.248, 8.432], [-5.865, 13.633, 7.918], [-12.919, 13.489, 12.044], [-13.233, 14.597, 11.131], [-14.423, 15.260, 11.294], [-14.443, 16.206, 10.343], [-13.302, 16.082, 9.586], [-12.982, 17.057, 8.566], [-12.538, 15.071, 10.103], [-10.724, 14.628, 9.787], [-13.835, 12.966, 12.273], [-12.411, 13.811, 12.941], [-12.231, 12.810, 11.535], [-15.057, 14.978, 12.144], [-15.153, 16.958, 10.115], [-13.663, 16.889, 7.718], [-11.938, 16.944, 8.242], [-13.157, 18.058, 8.911]], "lowdin_charge": [0.59, -0.11, -0.23, -0.08, -0.33, 0.01, 0.01, 0.01, -0.07, -0.04, -0.06, -0.20, 0.02, 0.00, 0.00, -0.21, -0.01, -0.26, 0.03, 0.01, -0.01, -0.18, -0.08, 0.16, 0.10, 0.16, 0.11, 0.13, 0.13, 0.14, 0.07, 0.16, 0.13, 0.13, 0.14, 0.14, 0.05, 0.15, 0.13, 0.14, 0.06, 0.01, -0.09, 0.00, 0.02, 0.01, -0.57, 0.78, -0.29, 0.04, -0.01, -0.02, -0.20, 0.08, 0.11, 0.08, 0.10, 0.15, 0.15, 0.14, 0.13, 0.13, 0.07, 0.74, -0.73, 0.13, 0.01, -0.11, 0.01, 0.00, -0.09, 0.00, -0.56, 0.87, 0.10, 0.11, 0.03, 0.16, 0.14, 0.11, 0.08, 0.11], "total_charge": 3, "relative_energy_ev": 0.3159, "orbital_gap_ev": 6.548, "total_energy_ha": -7875.8414, "largest_force_ev_per_a": 2.28, "homo_energy_ev": -15.879}


Entry 3:
{"formula": "C33H35N3O7RbSTe", "method": "the ωB97M-V functional and the def2-TZVPD basis", "elements": ["Rb", "O", "C", "O", "C", "C", "C", "C", "C", "O", "C", "C", "O", "O", "H", "H", "H", "H", "H", "H", "H", "H", "C", "N", "C", "C", "C", "N", "C", "O", "N", "H", "H", "H", "H", "H", "H", "H", "Te", "C", "C", "C", "C", "C", "C", "C", "C", "C", "C", "C", "C", "H", "H", "H", "H", "H", "H", "H", "H", "H", "H", "C", "C", "C", "C", "C", "C", "C", "S", "C", "O", "H", "H", "H", "H", "H", "H", "H", "H", "H", "H"], "positions_angstrom": [[-0.398, 0.400, -0.381], [0.772, 4.547, -0.187], [0.746, 3.414, 0.307], [1.295, 2.365, -0.157], [0.124, 3.280, 1.735], [0.960, 2.313, 2.606], [0.846, 2.737, 4.079], [-0.598, 2.278, 4.406], [-1.023, 1.649, 3.069], [0.211, 1.085, 2.595], [-1.326, 2.742, 2.029], [-2.269, 2.220, 0.901], [-3.135, 1.371, 1.264], [-2.084, 2.632, -0.256], [0.216, 4.290, 2.137], [1.962, 2.124, 2.231], [0.996, 3.809, 4.204], [1.579, 2.213, 4.696], [-1.256, 3.095, 4.703], [-0.603, 1.529, 5.200], [-1.794, 0.886, 3.122], [-1.905, 3.542, 2.501], [-0.475, -4.890, -1.708], [0.488, -4.163, -0.894], [1.325, -4.800, -0.043], [2.180, -4.121, 0.746], [2.160, -2.686, 0.644], [1.327, -2.060, -0.167], [0.463, -2.751, -0.945], [-0.362, -2.216, -1.680], [2.997, -1.957, 1.385], [-0.145, -5.923, -1.806], [-0.535, -4.426, -2.688], [-1.469, -4.864, -1.260], [1.267, -5.880, -0.041], [2.851, -4.633, 1.418], [3.638, -2.416, 2.005], [3.077, -0.941, 1.268], [-4.071, -0.324, -0.958], [-3.677, -1.615, 0.674], [-2.872, -2.738, 0.511], [-2.575, -3.555, 1.593], [-3.068, -3.246, 2.854], [-3.856, -2.116, 3.022], [-4.162, -1.303, 1.939], [-4.547, -1.939, -2.282], [-3.538, -2.643, -2.941], [-3.850, -3.687, -3.803], [-5.174, -4.035, -4.031], [-6.186, -3.331, -3.394], [-5.872, -2.293, -2.526], [-2.462, -2.960, -0.466], [-1.942, -4.425, 1.457], [-2.829, -3.875, 3.702], [-4.230, -1.857, 4.005], [-4.748, -0.405, 2.078], [-2.501, -2.367, -2.783], [-3.055, -4.224, -4.309], [-5.417, -4.847, -4.707], [-7.223, -3.593, -3.569], [-6.666, -1.755, -2.022], [3.701, 6.595, -2.326], [3.836, 5.144, -1.958], [3.670, 4.145, -2.909], [3.668, 2.809, -2.538], [3.862, 2.477, -1.211], [4.057, 3.450, -0.250], [4.045, 4.778, -0.631], [3.655, 0.776, -0.723], [5.252, 0.193, -1.352], [3.821, 0.686, 0.767], [3.697, 6.731, -3.407], [4.512, 7.192, -1.905], [2.759, 6.981, -1.930], [3.486, 4.415, -3.942], [3.460, 2.040, -3.275], [4.143, 3.156, 0.788], [4.136, 5.551, 0.123], [6.045, 0.740, -0.846], [5.298, 0.355, -2.429], [5.314, -0.872, -1.132]], "lowdin_charge": [0.95, -0.01, -0.66, -0.25, -0.10, -0.27, -0.11, -0.10, -0.28, -0.10, -0.10, -0.76, -0.16, -0.10, 0.13, 0.14, 0.11, 0.10, 0.11, 0.10, 0.14, 0.15, -0.01, -0.04, -0.06, -0.01, -0.37, 0.14, -0.53, -0.06, 0.19, 0.09, 0.09, 0.09, 0.13, 0.10, 0.11, 0.06, 1.44, -0.50, -0.13, -0.10, -0.10, -0.09, -0.14, -0.53, -0.15, -0.10, -0.11, -0.11, -0.15, 0.06, 0.09, 0.09, 0.10, 0.09, 0.07, 0.09, 0.09, 0.09, 0.08, -0.05, -0.27, -0.04, -0.08, -0.42, -0.06, -0.03, 0.93, -0.23, -0.53, 0.07, 0.07, 0.09, 0.11, 0.11, 0.11, 0.12, 0.06, 0.05, 0.04], "total_charge": -1, "relative_energy_ev": 0.5206, "orbital_gap_ev": 6.560, "total_energy_ha": -2659.8921, "largest_force_ev_per_a": 0.35, "homo_energy_ev": -4.738}